Entry 1:
Molecular formula: C3H8NO
Method: DFT, ωB97M-V/def2-TZVPD

Values from the calculation:
* molar mass: 74.10 g mol⁻¹
* relative energy (zero: lowest compared OMol25 entry of this formula, charge and spin): 332.3 kJ/mol
* gap between HOMO and LUMO: 8.746 eV
* spin multiplicity: 1
* electronic energy: -6767.7253 eV
* net charge: +1

Each line ends with the natural charge from an NBO analysis.
Positions of all 13 atoms, in Å:
C  1.163  0.631  -1.138  -0.23
C  -0.260  1.063  -1.303  -0.23
C  -0.305  -1.354  1.367  0.35
N  0.224  0.558  -0.111  -0.59
O  -1.269  -0.922  2.056  -0.55
H  1.372  -0.391  -1.614  0.20
H  2.013  1.225  -1.148  0.23
H  -0.406  2.166  -1.451  0.22
H  -1.014  0.490  -1.783  0.21
H  -0.215  -1.984  0.509  0.22
H  0.625  -1.243  1.958  0.21
H  0.282  1.001  0.804  0.40
H  -2.210  -1.238  1.855  0.55


Entry 2:
Molecular formula: C2H8N2O
Method: DFT, ωB97M-V/def2-TZVPD

Values from the calculation:
* SMILES: [H]/N=C/NC.O
* molar mass: 76.10 g mol⁻¹
* relative energy (zero: lowest compared OMol25 entry of this formula, charge and spin): 123.8 kJ/mol
* gap between HOMO and LUMO: 10.019 eV
* spin multiplicity: 1
* electronic energy: -7231.0446 eV
* net charge: 0

Each line ends with the natural charge from an NBO analysis.
Positions of all 13 atoms, in Å:
H  -0.959  -1.459  1.925  0.35
N  -0.602  -1.117  1.047  -0.78
C  -0.530  0.152  0.973  0.30
N  -0.479  0.780  -0.228  -0.61
C  0.121  2.106  -0.339  -0.42
H  -0.507  0.831  1.823  0.14
H  -0.652  0.220  -1.030  0.41
H  0.403  2.395  -1.339  0.22
H  -0.573  2.804  0.144  0.19
H  1.016  2.158  0.285  0.19
O  1.124  -1.856  -1.249  -0.97
H  0.339  -1.898  -0.678  0.49
H  1.825  -1.561  -0.696  0.46


Entry 3:
Molecular formula: C29H39BrN3O4S3Ti
Method: DFT, ωB97M-V/def2-TZVPD

Values from the calculation:
* molar mass: 717.62 g mol⁻¹
* gap between HOMO and LUMO (spin up / spin down): 4.646 / 4.647 eV
* spin multiplicity: 1
* electronic energy: -169034.9984 eV
* net charge: -1

Each line ends with the Mulliken charge.
Positions of all 80 atoms, in Å:
Ti  0.169  0.284  -0.752  0.88
C  3.582  0.908  6.330  -2.21
C  4.410  0.297  5.200  1.97
C  4.694  -1.170  5.553  -1.59
C  5.738  1.062  5.112  -1.64
C  3.687  0.370  3.858  -0.17
C  2.426  0.913  3.705  -0.11
C  1.844  0.953  2.455  0.27
Br  0.118  1.718  2.336  -0.30
C  2.446  0.477  1.287  0.77
O  1.839  0.619  0.089  -0.49
C  3.719  -0.126  1.448  -0.86
C  4.286  -0.134  2.716  -0.70
C  4.567  -0.765  0.329  2.38
C  3.868  -0.919  -1.020  -2.07
C  4.995  -2.179  0.760  -1.83
C  5.818  0.098  0.112  -1.72
H  4.136  0.840  7.268  0.43
H  2.634  0.383  6.462  0.39
H  3.365  1.961  6.144  0.40
H  5.220  -1.237  6.508  0.45
H  5.311  -1.650  4.793  0.31
H  3.763  -1.733  5.631  0.35
H  6.271  1.010  6.064  0.46
H  5.561  2.111  4.871  0.35
H  6.387  0.647  4.340  0.31
H  1.875  1.316  4.541  0.57
H  5.271  -0.569  2.815  0.15
H  2.945  -1.492  -0.941  0.19
H  4.539  -1.451  -1.697  0.52
H  3.622  0.037  -1.469  0.30
H  4.118  -2.803  0.940  0.37
H  5.605  -2.185  1.663  0.36
H  5.581  -2.638  -0.037  0.48
H  5.537  1.103  -0.208  0.33
H  6.446  -0.343  -0.665  0.47
H  6.413  0.187  1.024  0.30
O  -2.989  -0.732  -4.816  -0.75
S  -1.626  -0.952  -5.305  1.10
O  -1.447  -2.136  -6.123  -0.71
N  -0.555  -0.923  -4.072  -0.29
C  0.237  0.318  -4.014  0.87
S  1.284  0.672  -2.778  -0.76
C  0.026  1.065  -5.163  0.27
C  0.626  2.286  -5.585  -0.61
C  0.256  2.835  -6.787  -0.49
C  -0.705  2.233  -7.628  -0.63
C  -1.311  1.055  -7.242  -0.58
C  -0.945  0.485  -6.026  -0.24
H  1.365  2.762  -4.950  0.39
H  0.717  3.766  -7.103  0.36
H  -0.968  2.696  -8.571  0.36
H  -2.056  0.579  -7.869  0.40
C  -3.204  -2.207  1.497  -0.95
N  -2.798  -1.802  0.172  0.27
C  -3.628  -1.395  -0.860  -1.15
C  -2.823  -0.998  -1.873  -0.21
N  -1.502  -1.183  -1.505  -0.22
C  -1.526  -1.656  -0.258  0.50
S  -0.079  -1.764  0.671  -0.68
H  -3.922  -1.493  1.899  0.34
H  -2.321  -2.218  2.132  0.29
H  -3.651  -3.202  1.483  0.31
H  -4.699  -1.447  -0.777  0.48
H  -3.090  -0.632  -2.855  0.57
H  -0.808  -1.370  -3.216  0.48
C  -1.994  2.867  -2.537  -1.28
C  -1.452  2.894  -1.111  1.63
C  -2.548  3.278  -0.120  -1.66
C  -0.266  3.845  -1.006  -1.49
O  -1.017  1.575  -0.788  0.15
H  -2.338  3.858  -2.839  0.52
H  -2.828  2.168  -2.609  0.30
H  -1.213  2.540  -3.226  0.09
H  -2.940  4.269  -0.345  0.42
H  -2.153  3.282  0.898  0.23
H  -3.364  2.555  -0.173  0.33
H  -0.571  4.865  -1.240  0.44
H  0.513  3.539  -1.705  0.27
H  0.147  3.821  0.005  0.25


Entry 4:
Molecular formula: C3H5Br
Method: DFT, ωB97M-V/def2-TZVPD

Values from the calculation:
* molar mass: 120.98 g mol⁻¹
* relative energy (zero: lowest compared OMol25 entry of this formula, charge and spin): 208.9 kJ/mol
* gap between HOMO and LUMO: 10.296 eV
* spin multiplicity: 1
* electronic energy: -73231.4625 eV
* net charge: 0

Each line ends with the natural charge from an NBO analysis.
Positions of all 9 atoms, in Å:
C  -0.111  1.520  0.399  -0.53
C  -0.576  0.377  0.030  -0.04
C  0.619  -1.300  -0.294  -0.54
Br  -2.377  -0.249  -0.366  0.01
H  -0.714  2.345  0.541  0.22
H  0.976  1.492  0.474  0.23
H  1.215  -0.791  -1.045  0.22
H  1.063  -1.319  0.686  0.20
H  -0.094  -2.074  -0.426  0.22